# 1
Formula: C7H8
Source: the OMol25 dataset
Level of theory: ωB97M-V with the def2-TZVPD basis set

Orbital gap in Eh: 0.370
LUMO level in hartree: 0.0415
SMILES string: Cc1ccccc1
F_max in eV/A: 3.6

Geometry as ORCA input:
```
! RIJCOSX wB97M-V def2-TZVPD def2/J DEFGRID3
* xyz 0 1
C -0.36 -2.03 0.56
C -0.10 -0.67 0.17
C -1.05 0.05 -0.51
C -0.88 1.34 -0.88
C 0.27 2.00 -0.52
C 1.16 1.20 0.23
C 1.07 -0.12 0.64
H -0.60 -2.11 1.55
H -1.12 -2.53 -0.04
H 0.46 -2.70 0.33
H -1.93 -0.42 -0.88
H -1.66 1.82 -1.48
H 0.75 2.96 -0.83
H 2.04 1.75 0.56
H 1.95 -0.55 1.09
*
```



# 2
Formula: C21H21ClN2OS
Source: the OMol25 dataset
Level of theory: ωB97M-V with the def2-TZVPD basis set

Orbital gap in Eh: 0.283
LUMO level in hartree: -0.0074
SMILES string: O=C(Nc1ccc(CN2CCCCC2)cc1)c1sc2ccccc2c1Cl
F_max in eV/A: 0.7

Geometry as ORCA input:
```
! RIJCOSX wB97M-V def2-TZVPD def2/J DEFGRID3
* xyz 0 1
O -2.02 -2.16 -0.56
C -2.30 -0.97 -0.54
N -1.41 0.05 -0.71
C -0.04 -0.03 -0.94
C 0.66 -1.23 -1.05
C 2.02 -1.21 -1.29
C 2.72 -0.02 -1.42
C 2.01 1.17 -1.33
C 0.65 1.17 -1.09
H 0.12 2.11 -1.02
H 2.53 2.11 -1.44
C 4.22 -0.02 -1.64
N 5.07 -0.01 -0.46
C 5.09 -1.21 0.35
C 4.03 -1.25 1.46
C 4.15 0.00 2.33
C 4.02 1.24 1.45
C 5.08 1.19 0.34
H 4.98 2.05 -0.32
H 6.07 1.25 0.81
H 3.02 1.26 1.00
H 4.15 2.14 2.04
H 3.37 0.00 3.10
H 5.12 0.01 2.83
H 3.03 -1.29 1.02
H 4.18 -2.15 2.06
H 4.99 -2.08 -0.30
H 6.08 -1.25 0.82
H 4.49 -0.91 -2.21
H 4.49 0.86 -2.23
H 2.54 -2.15 -1.38
H 0.13 -2.16 -0.95
H -1.79 0.99 -0.67
C -3.70 -0.56 -0.31
C -4.37 0.62 -0.23
C -5.77 0.48 0.01
C -6.75 1.47 0.15
C -8.05 1.09 0.37
C -8.40 -0.26 0.46
C -7.45 -1.25 0.32
C -6.13 -0.88 0.09
S -4.76 -1.93 -0.11
H -7.71 -2.29 0.38
H -9.43 -0.53 0.63
H -8.81 1.84 0.49
H -6.47 2.51 0.09
Cl -3.66 2.19 -0.37
*
```